Molecular formula: C38H105N9O11
Method: DFT, wB97M-V/def2-TZVPD

Its energy above the lowest of the compared OMol25 structures with the same formula, charge and spin is 526.6 kJ/mol. Its SMILES is COC[C@H](C)N.COC[C@H](C)N.COC[C@H](C)N.COC[C@H](C)N.COC[C@H](C)N.COC[C@H](C)N.COC[C@H](C)N.COC[C@H](C)N.COC[C@H](C)N.OCCO. The value obtained for the HOMO energy is -0.334 Eh. As for the LUMO energy: 0.37 eV.

ORCA input file:
```
! wB97M-V def2-TZVPD RIJCOSX def2/J DEFGRID3
* xyz 0 1
C 8.054 4.979 -1.032
O 8.713 6.250 -1.091
C 10.156 6.120 -0.834
C 10.824 7.525 -0.726
C 10.741 8.283 -2.031
N 12.247 7.327 -0.385
H 7.063 5.068 -1.476
H 7.913 4.459 -0.084
H 8.570 4.235 -1.639
H 10.261 5.547 0.088
H 10.652 5.539 -1.613
H 10.300 8.153 -0.005
H 11.302 9.214 -1.939
H 9.720 8.588 -2.259
H 11.151 7.695 -2.853
H 12.621 6.699 -1.081
H 12.432 6.716 0.398
C -6.988 -4.464 -6.689
O -6.860 -5.709 -6.008
C -5.669 -6.465 -6.439
C -5.388 -7.505 -5.383
C -4.941 -6.915 -4.009
N -4.417 -8.536 -5.762
H -6.317 -3.742 -6.223
H -7.994 -4.054 -6.610
H -6.759 -4.531 -7.753
H -5.913 -6.895 -7.410
H -4.827 -5.776 -6.495
H -6.243 -8.176 -5.302
H -3.970 -6.422 -4.018
H -4.912 -7.629 -3.186
H -5.661 -6.154 -3.706
H -4.302 -9.094 -4.928
H -3.463 -8.272 -5.964
C 0.181 9.277 -2.778
O -0.605 8.013 -2.825
C 0.047 7.043 -3.661
C -0.370 5.580 -3.368
C 0.217 4.624 -4.366
N -1.800 5.523 -3.347
H 1.163 9.106 -2.338
H -0.263 9.986 -2.078
H 0.317 9.867 -3.684
H -0.268 7.248 -4.684
H 1.137 7.035 -3.678
H 0.043 5.302 -2.398
H 0.129 3.589 -4.037
H 1.288 4.741 -4.535
H -0.227 4.710 -5.358
H -2.081 5.627 -4.311
H -2.151 6.389 -2.962
C -7.217 4.252 3.968
O -6.035 4.287 3.143
C -4.811 4.418 3.845
C -3.739 4.795 2.788
C -2.323 4.566 3.291
N -3.804 6.145 2.392
H -8.125 4.318 3.368
H -7.228 5.075 4.684
H -7.383 3.300 4.472
H -4.649 5.154 4.632
H -4.585 3.487 4.365
H -3.894 4.140 1.930
H -1.593 4.661 2.487
H -2.170 3.564 3.692
H -2.135 5.245 4.123
H -4.669 6.317 1.900
H -3.094 6.269 1.685
C 3.464 -6.089 1.597
O 2.817 -7.059 2.398
C 1.399 -6.747 2.522
C 0.621 -7.890 3.239
C -0.912 -7.741 3.217
N 0.996 -8.007 4.650
H 3.620 -5.182 2.182
H 2.970 -6.019 0.628
H 4.427 -6.576 1.440
H 1.337 -5.785 3.030
H 0.995 -6.569 1.525
H 0.914 -8.824 2.760
H -1.119 -6.777 3.683
H -1.390 -8.585 3.714
H -1.350 -7.774 2.219
H 0.701 -7.117 5.026
H 2.000 -8.069 4.747
C -11.716 5.455 -1.516
O -10.401 4.910 -1.487
C -9.964 4.684 -2.814
C -8.738 3.863 -2.844
C -8.396 3.546 -4.281
N -8.989 2.614 -2.200
H -11.749 6.396 -2.067
H -12.093 5.533 -0.497
H -12.394 4.711 -1.934
H -10.705 4.343 -3.537
H -9.596 5.611 -3.254
H -8.006 4.376 -2.221
H -9.226 2.952 -4.665
H -7.508 2.914 -4.305
H -8.214 4.467 -4.834
H -9.722 2.104 -2.672
H -9.406 2.827 -1.305
C 0.851 -0.261 0.246
O -0.206 -1.213 -0.065
C -1.528 -0.589 0.086
C -2.672 -1.412 -0.488
C -2.729 -1.253 -2.058
N -3.992 -0.926 0.061
H 0.798 0.725 -0.216
H 1.833 -0.594 -0.091
H 0.861 -0.108 1.325
H -1.739 -0.441 1.145
H -1.629 0.371 -0.421
H -2.530 -2.464 -0.240
H -3.668 -1.722 -2.349
H -1.845 -1.597 -2.596
H -2.999 -0.215 -2.255
H -4.414 -0.199 -0.498
H -3.894 -0.521 0.982
C 4.588 -2.582 8.457
O 4.700 -2.550 9.853
C 5.991 -2.759 10.444
C 6.672 -4.161 10.353
C 5.762 -5.318 10.714
N 7.904 -4.269 11.114
H 4.954 -3.532 8.067
H 5.071 -1.754 7.938
H 3.545 -2.576 8.138
H 6.695 -2.016 10.071
H 5.862 -2.533 11.503
H 6.904 -4.265 9.293
H 5.036 -5.516 9.926
H 5.224 -5.141 11.645
H 6.276 -6.248 10.958
H 8.064 -5.263 11.183
H 7.599 -4.137 12.068
C 9.995 0.984 -6.354
O 9.184 -0.194 -6.514
C 9.656 -1.318 -5.810
C 8.437 -2.354 -5.588
C 7.421 -1.854 -4.595
N 8.859 -3.639 -5.121
H 11.050 0.751 -6.504
H 9.907 1.177 -5.285
H 9.757 1.826 -7.003
H 10.472 -1.849 -6.301
H 10.188 -1.030 -4.903
H 8.028 -2.594 -6.570
H 6.980 -0.999 -5.106
H 7.859 -1.636 -3.621
H 6.655 -2.599 -4.382
H 9.365 -3.282 -4.323
H 9.622 -3.892 -5.732
O -7.613 -4.660 2.665
C -7.588 -4.084 4.006
C -7.933 -5.188 5.076
O -7.899 -4.698 6.349
H -7.123 -3.998 2.172
H -6.653 -3.587 4.265
H -8.319 -3.283 4.114
H -7.145 -5.937 4.998
H -8.781 -5.798 4.764
H -7.793 -5.435 6.955
*
```

These are the Mulliken partial charges, in e, on atoms 1 to 99: C -0.768; O -0.312; C -0.667; C 0.444; C -1.344; N -0.767; H 0.273; H 0.305; H 0.296; H 0.363; H 0.324; H 0.326; H 0.372; H 0.328; H 0.289; H 0.265; H 0.271; C -0.714; O -0.320; C -0.676; C 0.615; C -1.368; N -0.741; H 0.280; H 0.253; H 0.297; H 0.370; H 0.340; H 0.134; H 0.331; H 0.380; H 0.331; H 0.250; H 0.240; C -0.791; O -0.318; C -0.659; C 0.424; C -1.418; N -0.704; H 0.318; H 0.294; H 0.306; H 0.268; H 0.384; H 0.235; H 0.319; H 0.370; H 0.352; H 0.288; H 0.331; C -0.767; O -0.224; C -0.862; C 0.632; C -1.519; N -0.744; H 0.238; H 0.316; H 0.294; H 0.381; H 0.366; H 0.278; H 0.380; H 0.375; H 0.369; H 0.252; H 0.234; C -0.740; O -0.330; C -0.633; C 0.296; C -1.362; N -0.715; H 0.285; H 0.328; H 0.252; H 0.301; H 0.390; H 0.323; H 0.338; H 0.351; H 0.364; H 0.263; H 0.290; C -0.772; O -0.280; C -0.728; C 0.249; C -1.356; N -0.731; H 0.285; H 0.267; H 0.330; H 0.402; H 0.310; H 0.405; H 0.353; H 0.361